# 1
Molecular formula: C2H2N2O2S
Method: DFT, ωB97M-V with the def2-TZVPD basis set

The value obtained for the energy above the lowest of the compared OMol25 structures with the same formula, charge and spin is 122.3 kcal/mol. Its HOMO energy (alpha / beta) is -10.75 / -8.51 eV. For the gap between HOMO and LUMO (alpha / beta), the calculation gives 9.4284 / 6.6135 eV. For the energy, the calculation gives -735.39239 hartree. Its max |F| is 4.006 eV Å⁻¹.

Structure (XYZ):
```
9
Properties=species:S:1:pos:R:3:forces:R:3
S 0.5510 1.6288 -1.3950 -2.0 0.3 0.4
O -1.8765 -0.7843 -0.4331 0.8 -1.3 0.6
O -1.3520 -2.8651 0.0834 0.0 0.5 -0.1
N -1.2061 -1.6918 0.0061 -0.8 0.8 -0.5
N 0.4647 0.5201 2.1656 -1.2 -0.2 3.8
C 0.8275 0.4805 1.0983 0.2 0.5 -2.3
C 1.2167 0.5982 -0.2009 -0.5 0.5 -0.9
H -0.8105 1.8499 -0.9280 2.2 -0.6 -0.4
H 2.1853 0.2637 -0.3966 1.3 -0.5 -0.7
```
Positions in Å, forces in eV/Å.

Here are the Löwdin charges for atoms 1 to 5, given in e: 0.7767, 0.0623, 0.1195, -0.1751, 0.1674

---

# 2
Molecular formula: C7H18N2O2PS
Method: DFT, ωB97M-V with the def2-TZVPD basis set

The value obtained for the energy above the lowest of the compared OMol25 structures with the same formula, charge and spin is 0.0 kcal/mol. Its HOMO energy is -11.97 eV. For the gap between HOMO and LUMO, the calculation gives 6.4831 eV. For the energy, the calculation gives -1276.72634 hartree. The net charge is +1. Its max |F| is 3.993 eV Å⁻¹.

Structure (XYZ):
```
31
Properties=species:S:1:pos:R:3:forces:R:3
S -1.2473 0.9637 1.6373 0.2 0.3 -0.1
P -0.1936 1.4452 -1.4741 -0.1 -2.8 1.6
O -0.2255 0.6170 -2.8285 0.3 -0.2 1.5
O 0.1938 -1.2993 1.5449 2.1 1.2 0.0
N 1.4381 0.6172 1.4424 2.4 0.1 0.7
N 0.0232 0.1271 -0.4265 1.0 -0.1 -1.2
C -0.4677 2.6801 -4.0514 -0.5 1.6 -1.1
C -0.9600 -2.0692 1.4689 -2.7 -0.1 -1.2
C -0.7376 1.3492 3.3293 1.7 -1.8 -1.3
C 0.2753 -0.0125 1.0586 -3.7 1.6 0.3
C 2.5791 0.5327 0.4962 -0.5 0.3 0.4
C -0.6412 1.1909 -4.0711 -1.0 1.1 0.2
C -0.6731 -3.3370 2.2617 -0.3 0.4 1.8
H -1.4928 -4.0783 2.0882 0.9 0.5 0.2
H 3.4492 1.0726 0.9648 -0.9 -0.8 -0.8
H -1.6547 0.8949 -4.2441 -0.9 0.0 0.4
H -0.6722 -3.0520 3.4280 0.1 -0.8 -2.6
H -1.0770 3.2111 -3.2994 -0.4 -0.5 -0.3
H 0.4170 -0.7426 -0.8088 -0.6 0.3 -0.7
H 0.3386 -3.7170 1.9840 -0.9 0.0 0.3
H -0.1647 0.6898 -4.8582 1.5 -0.5 -0.8
H -1.9287 -1.4990 1.8917 2.3 -1.2 -1.1
H -0.8201 3.1319 -5.0771 1.3 -0.8 1.9
H -1.5834 1.5576 3.8483 -2.9 0.4 1.5
H 0.5502 2.9469 -3.6893 -0.2 0.0 -1.1
H -0.3512 0.3673 3.7729 0.2 1.8 -0.4
H -0.2174 2.2973 3.3350 1.1 -0.5 0.2
H 1.8042 0.1313 2.2719 -0.7 0.5 -0.1
H 2.7235 -0.5328 0.3096 0.9 0.1 -0.2
H -1.0681 -2.2386 0.3308 -0.6 -0.3 1.7
H 2.2439 0.9810 -0.4439 0.8 0.2 0.2
```
Positions in Å, forces in eV/Å.

Here are the Löwdin charges for atoms 1 to 5, given in e: 0.8649, 1.2041, -0.3278, -0.1343, -0.0550

---

# 3
Molecular formula: C12H28AgF2N4O4
Method: DFT, ωB97M-V with the def2-TZVPD basis set

The value obtained for the energy above the lowest of the compared OMol25 structures with the same formula, charge and spin is 15.9 kcal/mol. Its HOMO energy is -4.04 eV. For the gap between HOMO and LUMO, the calculation gives 6.8062 eV. For the energy, the calculation gives -1340.72097 hartree. The net charge is -1. Its max |F| is 2.052 eV Å⁻¹.

Structure (XYZ):
```
51
Properties=species:S:1:pos:R:3:forces:R:3
Ag 2.5778 -7.7061 -29.8922 0.0 -1.8 0.9
F 3.8134 -8.9945 -27.8841 0.0 0.6 0.1
F 1.5340 -9.9591 -30.0309 -0.1 0.8 -0.8
O 4.4081 -8.6781 -31.1699 -0.2 0.0 -0.2
O 2.5921 -5.4485 -30.3986 0.4 0.5 0.0
O 1.9548 -8.1559 -33.9058 -0.4 0.1 0.0
O 1.7144 -6.6387 -27.7997 -0.7 0.7 -0.1
N 1.3411 -6.9292 -25.5768 -0.2 -0.4 0.2
N 6.2493 -8.0902 -32.3089 0.7 0.5 -0.4
N 1.3631 -10.3490 -33.7618 0.1 -0.3 -0.2
N 0.4826 -4.9115 -31.0341 -0.1 0.5 0.3
C 0.0525 -6.2412 -31.4304 -0.2 0.0 -0.5
C 1.8235 -7.5039 -24.3393 0.1 0.5 -0.1
C 1.7080 -4.6278 -30.5499 0.1 -0.8 -0.7
C 0.1517 -6.1043 -25.5712 0.5 0.3 -0.4
C 1.2354 -11.5148 -32.9223 -1.5 0.1 0.6
C -0.5338 -3.8772 -31.0246 -0.2 -0.1 -0.2
C 1.9878 -7.1819 -26.7440 0.3 -0.9 0.2
C 7.6858 -7.9188 -32.3006 0.0 -0.3 1.1
C 1.7527 -9.1648 -33.2380 0.6 -0.1 -0.3
C 0.8241 -10.4348 -35.0831 -0.1 -0.4 -0.7
C 5.5544 -8.0546 -33.5939 0.2 0.2 0.8
C 5.5973 -8.4523 -31.1814 -0.6 -0.3 -0.1
H 1.9157 -9.2430 -32.1621 0.1 0.1 0.5
H 0.4421 -5.1759 -26.0692 -0.5 0.2 0.1
H 2.2705 -6.7134 -23.7223 -0.2 -0.1 0.2
H 6.2085 -8.5790 -30.2763 0.1 0.2 0.0
H 8.0173 -7.1495 -32.9935 -0.1 -0.2 -0.3
H 5.5523 -9.0620 -34.0137 -0.3 0.1 -0.3
H 7.9845 -7.5788 -31.3040 0.0 0.0 0.0
H -0.7289 -6.6362 -30.7791 0.1 0.0 0.2
H -0.9163 -3.6838 -30.0197 0.0 0.1 0.0
H 6.0816 -7.3485 -34.2349 0.1 -0.2 -0.2
H 1.7279 -12.4210 -33.2770 0.6 0.3 -0.1
H 1.3944 -11.0919 -35.7534 0.3 0.1 0.2
H 4.5518 -7.6627 -33.4359 -0.2 -0.4 -0.1
H 1.4594 -11.2321 -31.8870 0.4 -0.2 0.1
H -0.1934 -5.9112 -24.5582 0.2 0.0 0.1
H -0.6643 -6.5590 -26.1365 0.0 -0.1 -0.1
H -1.3668 -4.2094 -31.6435 0.0 -0.1 0.1
H 0.1676 -11.7913 -32.9185 0.0 0.0 0.1
H 0.7841 -9.4539 -35.5478 0.0 0.1 0.1
H 1.0016 -7.9663 -23.7915 0.1 -0.2 0.1
H -0.3555 -6.1467 -32.4417 0.0 -0.1 0.0
H 2.6269 -8.2109 -24.5331 -0.2 -0.2 -0.2
H 1.8918 -3.5527 -30.4069 -0.2 0.1 0.2
H 2.7375 -7.9972 -26.7133 0.4 0.1 -0.3
H 8.2107 -8.8723 -32.4305 0.1 0.1 -0.5
H 0.8687 -6.9548 -31.4990 0.2 0.1 0.2
H -0.1945 -2.9466 -31.4839 0.2 0.0 0.2
H -0.1697 -10.8994 -35.0659 -0.1 0.3 0.2
```
Positions in Å, forces in eV/Å.

Here are the Löwdin charges for atoms 1 to 5, given in e: 0.7462, -0.7213, -0.6948, -0.0235, -0.0442

---

# 4
Molecular formula: C31H24N4O4PdS2
Method: DFT, ωB97M-V with the def2-TZVPD basis set

The value obtained for the energy above the lowest of the compared OMol25 structures with the same formula, charge and spin is 0.7 kcal/mol. Its HOMO energy (alpha / beta) is -14.02 / -14.19 eV. For the gap between HOMO and LUMO (alpha / beta), the calculation gives 7.8589 / 5.8230 eV. The expectation value of S² is 6.079. For the energy, the calculation gives -2639.35321 hartree. As for the spin multiplicity: 5. The net charge is +2. Its max |F| is 1.665 eV Å⁻¹.

Structure (XYZ):
```
66
Properties=species:S:1:pos:R:3:forces:R:3
Pd 0.1574 -0.0258 -0.0909 -0.3 -1.4 0.9
S 0.4248 2.0125 1.9126 -0.1 0.8 0.3
S -0.0060 -0.3790 -2.9270 0.5 -0.1 -0.6
O 0.0133 1.8956 3.2765 0.2 0.1 0.0
O -0.8798 -0.2789 -4.0425 -0.1 -0.1 0.0
O 0.5281 0.8216 -2.2948 0.1 -0.3 -0.2
O -0.6044 1.9328 0.8778 0.2 0.2 0.0
N 1.3266 0.6627 1.4974 -0.2 0.0 0.4
N -0.7560 -1.0681 -1.6174 -0.4 0.1 0.0
N 1.4416 -1.9045 0.7651 -0.1 0.5 -0.3
N -1.7930 -1.0479 0.8080 0.6 0.2 -0.3
C 2.7950 -2.4505 2.6832 -0.2 0.1 -0.3
C 2.2534 -4.1290 1.0526 0.0 0.0 0.0
C -3.4777 -2.6501 0.1777 0.3 0.3 0.0
C -1.7978 -1.8629 -1.4519 0.3 0.2 -0.2
C 3.5201 -2.2854 -2.7162 0.0 0.0 0.0
C -3.4779 -1.6652 2.3705 0.0 0.0 0.0
C 2.8758 -3.7792 2.2238 0.0 0.0 0.1
C 3.2168 -0.7056 4.3346 0.0 0.2 0.1
C 1.9596 -0.1541 2.3331 -0.1 0.3 -0.4
C 3.3708 -3.2732 -3.6831 0.0 0.0 0.0
C 1.3312 -1.4914 -3.2356 -0.3 0.2 0.0
C 2.2072 -3.3603 -4.4358 0.0 0.0 0.0
C -2.4023 -2.6596 -2.4478 -0.2 -0.1 -0.1
C 3.9614 6.7617 0.9191 0.0 0.1 0.0
C 1.5256 -3.1563 0.3585 0.0 0.0 0.0
C 2.0840 4.0035 2.7005 0.0 0.0 0.1
C 2.4949 -1.3841 -2.4830 0.0 0.0 0.0
C 2.5166 0.2172 3.5755 0.1 0.0 0.2
C -2.3460 -1.8666 -0.1074 -0.4 -0.2 0.3
C -3.4795 -3.4678 -2.1266 0.1 0.0 -0.1
C 2.9028 5.0865 2.4542 0.0 0.0 -0.1
C 2.3919 4.9678 0.1018 0.0 0.0 0.1
C 3.3811 -2.0078 3.9000 0.0 -0.1 0.0
C 3.0764 5.5788 1.1557 -0.1 -0.1 0.1
C -4.0122 -3.4779 -0.8473 -0.1 0.0 0.1
C -2.3426 -0.9311 2.0011 -0.1 -0.1 0.0
C 2.0774 -1.5318 1.8933 0.2 -0.4 0.1
C -4.0371 -2.5311 1.4656 -0.1 0.0 0.0
C 1.4360 3.4047 1.6262 -0.2 -0.3 0.1
C 1.1773 -2.4582 -4.2192 -0.1 0.0 0.0
C 1.5719 3.8787 0.3264 0.0 -0.1 -0.1
H -3.9207 -4.0887 -2.8939 0.0 0.0 0.0
H 2.4044 1.2360 3.9163 0.0 0.0 0.0
H 3.9608 -2.7109 4.4850 0.0 0.0 0.0
H 4.3139 6.8028 -0.1092 0.0 0.0 0.0
H -4.8588 -4.1124 -0.6161 0.0 0.0 0.0
H -4.9195 -3.1044 1.7218 0.0 0.0 0.0
H 3.6461 -0.3948 5.2772 0.0 0.0 0.0
H 3.4098 7.6840 1.1180 0.0 0.0 0.0
H 3.4091 5.5742 3.2772 0.0 0.0 0.0
H 0.2751 -2.4769 -4.8182 0.0 0.0 0.0
H -1.8852 -0.2288 2.6886 0.0 0.0 0.0
H 2.1078 -4.1169 -5.2017 0.0 0.0 0.0
H -2.0232 -2.6154 -3.4603 0.0 0.0 0.0
H 1.9131 3.6426 3.7071 0.0 0.0 0.0
H 2.4941 5.3612 -0.9010 0.0 0.0 0.0
H 4.4475 -2.2044 -2.1647 0.0 0.0 0.0
H 4.1819 -3.9648 -3.8695 0.0 0.0 0.0
H 3.4140 -4.5154 2.8081 0.0 0.0 0.0
H 0.9958 -3.4092 -0.5532 0.0 0.0 0.0
H 4.8159 6.7493 1.5938 0.0 0.0 0.0
H 2.6059 -0.5893 -1.7589 0.0 0.0 0.0
H 1.0301 3.4024 -0.4811 0.0 0.1 0.0
H 2.3087 -5.1361 0.6644 0.0 0.0 0.0
H -3.8980 -1.5372 3.3579 0.0 0.0 0.0
```
Positions in Å, forces in eV/Å.

Here are the Löwdin charges for atoms 1 to 5, given in e: 1.1080, 0.6684, 0.6666, -0.2510, -0.2228

---

# 5
Molecular formula: C6H7ClO2
Method: DFT, ωB97M-V with the def2-TZVPD basis set

The value obtained for the energy above the lowest of the compared OMol25 structures with the same formula, charge and spin is 4.3 kcal/mol. Its HOMO energy is -9.56 eV. For the gap between HOMO and LUMO, the calculation gives 10.3203 eV. For the energy, the calculation gives -843.44290 hartree. Its max |F| is 1.614 eV Å⁻¹.

Structure (XYZ):
```
16
Properties=species:S:1:pos:R:3:forces:R:3
Cl -1.3735 -1.3666 0.6586 -0.1 -0.1 0.0
O -0.6169 -0.2987 -1.8924 0.0 0.1 0.0
O 1.0051 1.1068 -1.2301 0.1 0.1 -0.1
C -0.1369 -0.1854 0.4112 0.2 0.2 -0.1
C 1.5978 1.2203 1.8821 0.4 -0.9 -0.3
C 0.8318 0.3436 2.8645 -0.3 -0.1 -0.2
C -0.3707 0.1193 -3.2400 -0.1 1.6 0.3
C 0.5474 0.2989 1.4221 0.5 0.3 0.5
C 0.1615 0.2883 -0.9795 -0.3 -0.2 0.2
H -0.5676 1.2281 -3.3413 0.3 -1.2 0.1
H 2.6353 0.9579 1.6564 -0.4 0.0 0.0
H 1.3214 -0.5109 3.3185 0.1 0.1 -0.1
H -1.0787 -0.4090 -3.8419 -0.2 -0.4 -0.3
H 0.0942 0.8205 3.4961 0.0 0.0 0.0
H 1.3947 2.2671 1.8414 -0.2 0.5 0.0
H 0.6601 -0.0947 -3.5065 0.0 0.0 -0.2
```
Positions in Å, forces in eV/Å.

Here are the Löwdin charges for atoms 1 to 5, given in e: 0.7088, -0.0741, 0.1188, -0.5335, -0.0672

---

# 6
Molecular formula: H8O4
Method: DFT, ωB97M-V with the def2-TZVPD basis set

The value obtained for the energy above the lowest of the compared OMol25 structures with the same formula, charge and spin is 28.1 kcal/mol. Its HOMO energy is -11.05 eV. For the gap between HOMO and LUMO, the calculation gives 11.6621 eV. For the energy, the calculation gives -305.73444 hartree. Its max |F| is 0.657 eV Å⁻¹.

Structure (XYZ):
```
12
Properties=species:S:1:pos:R:3:forces:R:3
O 1.1886 2.1571 0.1138 0.0 0.0 0.1
O 2.5372 -0.9178 -0.6302 0.0 -0.2 0.2
O -2.5584 0.1992 -0.5391 -0.5 0.2 -0.1
O -0.5647 -1.1149 0.4440 0.4 -0.3 0.4
H -3.2007 0.2043 -1.2578 0.0 0.0 0.0
H 0.5385 2.0368 -0.5876 0.0 -0.1 0.0
H -3.0641 0.4867 0.2294 0.0 0.0 -0.1
H 2.6080 -1.5803 0.0662 0.1 0.0 -0.1
H -1.1259 -1.5832 1.0722 -0.1 0.1 -0.1
H 2.7040 -0.0832 -0.1777 -0.2 0.2 -0.1
H 0.2104 -1.6807 0.3548 0.1 0.2 -0.1
H 0.7271 1.8759 0.9120 0.0 -0.1 -0.1
```
Positions in Å, forces in eV/Å.

Here are the Löwdin charges for atoms 1 to 5, given in e: -0.0596, -0.0575, -0.0649, -0.0714, 0.0384

---

# 7
Molecular formula: C5H6
Method: DFT, ωB97M-V with the def2-TZVPD basis set

The value obtained for the energy above the lowest of the compared OMol25 structures with the same formula, charge and spin is 102.3 kcal/mol. Its HOMO energy is -8.06 eV. For the gap between HOMO and LUMO, the calculation gives 9.1529 eV. For the energy, the calculation gives -193.91739 hartree. Its max |F| is 6.564 eV Å⁻¹.

Structure (XYZ):
```
11
Properties=species:S:1:pos:R:3:forces:R:3
C -0.8655 -0.9644 0.3177 0.8 -1.5 -1.1
C -1.1065 0.3331 -0.2493 -2.2 1.4 0.2
C -0.8722 1.4932 -0.4503 -2.1 1.0 -0.9
C 0.6980 -0.8515 0.1023 -0.9 -0.6 0.3
C 1.1320 0.4008 0.1280 6.3 -1.6 0.5
H 2.1542 0.5631 -0.3424 -1.1 -0.3 0.2
H -1.0214 -1.7932 -0.4147 -0.9 0.6 0.7
H 1.0667 1.1266 0.9156 -1.3 0.4 -0.1
H 1.0715 -1.6793 -0.5280 0.2 0.9 0.6
H -1.4661 -1.1551 1.2465 1.1 0.1 -0.5
H -0.7907 2.5267 -0.7254 0.1 -0.4 0.1
```
Positions in Å, forces in eV/Å.

Here are the Löwdin charges for atoms 1 to 5, given in e: -0.1635, -0.2042, 0.0745, -0.1679, -0.0908

---

# 8
Molecular formula: C2H11NO4
Method: DFT, ωB97M-V with the def2-TZVPD basis set

The value obtained for the energy above the lowest of the compared OMol25 structures with the same formula, charge and spin is 51.9 kcal/mol. Its HOMO energy is -10.37 eV. For the gap between HOMO and LUMO, the calculation gives 11.0234 eV. For the energy, the calculation gives -438.47477 hartree. Its max |F| is 4.438 eV Å⁻¹.

Structure (XYZ):
```
18
Properties=species:S:1:pos:R:3:forces:R:3
O -0.3443 1.4648 0.4966 -0.8 -3.2 2.3
O -1.7281 -0.1655 -2.5330 0.1 1.9 0.9
O 1.4959 -0.3356 -2.8562 0.2 -0.7 -1.1
O 2.3024 1.2984 -0.8549 -0.4 2.0 0.9
N -0.4415 -0.7093 1.4822 -0.5 3.7 2.4
C -1.2436 -1.4175 2.4756 1.7 0.1 -0.2
C -0.4696 0.6611 1.4782 2.6 3.2 -0.8
H -2.1280 0.7600 -2.3881 1.2 -2.2 -0.2
H -0.4861 -0.9131 0.5562 -0.5 -2.1 -3.3
H 2.9898 1.8872 -0.4248 -1.5 -1.0 -0.8
H 1.5465 -0.0375 -1.9445 1.0 0.1 -0.1
H -0.2518 1.1235 2.4800 -1.0 -0.5 -0.3
H 2.3963 -0.5408 -3.2086 -1.2 0.5 1.0
H -2.2685 -1.2451 2.3987 -1.9 -0.4 -1.0
H -1.1212 -1.0809 3.4923 1.2 0.3 0.3
H 1.4141 1.7860 -0.8212 1.9 -0.8 0.3
H -0.7953 -0.1294 -2.1888 -1.4 0.2 -0.7
H -0.8669 -2.4064 2.3604 -0.6 -1.1 0.4
```
Positions in Å, forces in eV/Å.

Here are the Löwdin charges for atoms 1 to 5, given in e: -0.0503, -0.1188, -0.0839, -0.1187, 0.0034